Below is C26H25Br2CdN5O4 as an isolated structure, with properties calculated with ωB97M-V with the def2-TZVPD basis set.

Structure (XYZ):
```
63
Properties=species:S:1:pos:R:3:forces:R:3:lowdin_charge:R:1
Cd -0.8620 0.9501 0.3313 -0.0060 0.1205 0.4215 1.439
O 3.7029 1.1924 1.1904 0.3459 -0.1925 -0.4752 -0.052
C 3.9157 -0.0391 1.7496 -0.1900 0.0596 0.0950 -0.266
C 5.2135 -0.5045 1.9155 -0.0012 -0.0258 -0.0578 -0.032
C 5.4294 -1.7468 2.4891 0.0004 -0.0192 0.0053 -0.088
C 4.3556 -2.5229 2.9084 0.0281 -0.0054 0.0096 -0.088
C 3.0645 -2.0489 2.7522 -0.0234 0.0107 -0.0292 -0.024
C 2.8205 -0.8090 2.1693 0.0310 -0.0590 0.0254 -0.082
C 1.4377 -0.2801 1.9990 0.0041 0.0433 0.0224 -0.437
O 1.3330 0.8208 1.2954 0.0463 0.0664 -0.2950 -0.154
N 0.4501 -0.9079 2.5516 0.0446 0.0496 0.0085 0.065
N -0.7455 -0.2486 2.2767 0.0710 -0.0289 -0.1237 -0.098
C -1.6827 -0.3775 3.1362 -0.0149 -0.0318 -0.0051 -0.106
C -2.9656 0.2845 3.0516 0.0061 0.0381 -0.0149 -0.176
C -3.9970 -0.2291 3.8576 0.0079 -0.0083 0.0098 -0.077
C -5.2479 0.3360 3.8970 -0.0117 -0.0072 0.0052 -0.120
C -5.4805 1.4834 3.1258 0.0085 -0.0007 -0.0049 -0.101
C -4.4895 2.0319 2.3515 -0.0112 -0.0005 0.0064 -0.031
C -3.1889 1.4640 2.2688 0.0448 0.0146 0.0243 -0.403
O -2.2905 2.0497 1.5460 -0.1956 -0.1288 -0.0532 -0.211
H 2.6344 1.2200 1.1099 -0.0560 0.0170 0.3563 0.039
H 6.0423 0.1217 1.6077 0.0142 0.0186 0.0233 0.109
H 6.4423 -2.1060 2.6179 0.0015 -0.0015 0.0037 0.103
H 4.5274 -3.4889 3.3632 0.0024 -0.0007 -0.0015 0.101
H 2.2117 -2.6266 3.0824 -0.0002 -0.0032 0.0030 0.110
H -1.4984 -1.0270 3.9955 -0.0033 0.0005 -0.0019 0.125
H -3.7823 -1.1050 4.4621 0.0013 0.0012 0.0016 0.104
H -6.0284 -0.0840 4.5164 0.0016 -0.0006 0.0005 0.090
H -6.4576 1.9524 3.1463 0.0007 0.0018 -0.0006 0.098
H -4.6653 2.9260 1.7668 0.0005 0.0009 0.0001 0.108
C -2.4284 -2.2108 0.1543 -0.0245 0.0129 0.0020 -0.026
C -2.3636 -1.5823 -1.2048 -0.0622 0.0345 0.0118 -0.313
C -2.8890 -2.2464 -2.3337 0.0117 -0.0131 -0.0096 -0.009
C -2.8220 -1.6562 -3.5592 -0.0043 0.0032 0.0021 -0.023
C -2.2272 -0.3829 -3.7032 0.0106 -0.0106 0.0102 -0.197
C -2.0642 0.2848 -4.9415 0.0015 0.0030 -0.0191 -0.642
Br -2.7082 -0.4914 -6.5501 0.0032 0.0008 0.0024 0.753
C -1.4251 1.4877 -4.9970 -0.0131 -0.0072 -0.0059 -0.187
C -0.9450 2.0874 -3.8265 0.0175 0.0134 0.0393 -0.615
Br -0.0314 3.7434 -3.9685 0.0010 -0.0146 -0.0074 0.751
C -1.1062 1.5438 -2.5520 0.0327 -0.0267 -0.0451 -0.480
O -0.6915 2.1269 -1.4906 0.1083 -0.0561 0.0014 -0.214
C -1.7477 0.2337 -2.5268 0.0595 -0.0189 -0.0055 -0.158
N -1.8254 -0.3883 -1.3186 -0.0611 0.0807 -0.1221 0.075
H -2.7623 -3.2447 0.0883 -0.0062 0.0001 0.0062 0.078
H -3.1284 -1.6609 0.7882 0.0108 0.0024 0.0131 0.084
H -1.4564 -2.1830 0.6462 0.0082 -0.0058 -0.0151 0.064
H -3.3362 -3.2234 -2.2122 -0.0028 0.0016 0.0039 0.113
H -3.2152 -2.1561 -4.4339 0.0016 -0.0002 -0.0021 0.077
H -1.2864 1.9896 -5.9444 0.0035 0.0023 0.0015 0.093
N 4.4946 1.6922 -1.3213 0.1559 -0.3467 -0.0509 0.163
C 3.6582 0.7308 -2.1154 -0.0027 0.0314 -0.0655 -0.124
C 2.1785 0.9994 -1.8141 0.0099 -0.0464 0.0966 -0.267
N 1.3584 -0.1841 -1.7944 -0.1265 -0.0851 -0.1058 0.032
H 5.4816 1.6431 -1.5624 -0.0022 0.0260 -0.0476 0.160
H 4.3647 1.3982 -0.3044 -0.2206 0.5715 0.3289 0.105
H 4.1764 2.6522 -1.4471 -0.0225 -0.0114 0.1222 0.168
H 3.9453 -0.2582 -1.7606 -0.0154 -0.0298 -0.0559 0.126
H 3.9116 0.8241 -3.1699 -0.0055 -0.0117 -0.0021 0.125
H 1.7561 1.7139 -2.5199 -0.0017 0.0025 -0.0485 0.090
H 2.1117 1.4710 -0.8323 -0.0305 0.0326 -0.0254 0.088
H 1.7676 -0.9589 -1.2901 0.0010 0.0062 0.0221 0.082
H 1.0562 -0.4757 -2.7133 0.0178 -0.0694 0.0110 0.086
```
Forces are in eV/Å.

Values from the calculation:
Total charge = 0
Energy relative to the best compared isomer or geometry (same formula, charge and spin) = 19.16 kcal per mole
Multiplicity = 1
Max |F| = 0.01352 hartree/bohr